1.
Entry from the OMol25 dataset: a molecular structure, C13H32F6N6O16PS3 at a distorted geometry (ωB97M-V with the def2-TZVPD basis set).

Last column: Mulliken charge in e.
Atoms and positions in Å:
P 4.67 -11.83 -20.67  1.99
F 3.35 -11.69 -19.77  -0.35
F 3.79 -11.52 -22.01  -0.50
F 4.96 -10.25 -20.54  -0.42
F 5.95 -12.06 -21.63  -0.39
F 5.57 -12.14 -19.34  -0.97
F 4.43 -13.45 -20.70  -0.42
C 4.39 -12.92 -25.24  0.48
O 4.51 -13.52 -26.30  -0.72
N 3.82 -11.69 -25.13  -0.29
N 4.90 -13.44 -24.08  -0.31
H 3.34 -11.40 -25.97  0.20
H 3.70 -11.21 -24.26  0.24
H 5.58 -14.17 -24.21  0.19
H 4.72 -13.03 -23.18  0.22
C 0.40 -13.32 -20.66  0.62
O -0.17 -12.25 -20.69  -0.63
N -0.09 -14.32 -19.84  -0.45
N 1.54 -13.64 -21.33  -0.26
H 0.37 -15.11 -19.43  0.18
H -0.95 -14.06 -19.39  0.22
H 2.07 -12.95 -21.82  0.11
H 1.94 -14.50 -20.99  0.18
C 1.44 -8.53 -19.05  0.56
O 0.67 -8.88 -19.92  -0.59
N 2.24 -9.42 -18.39  -0.25
N 1.55 -7.21 -18.64  -0.52
H 2.89 -9.10 -17.70  0.18
H 2.33 -10.35 -18.77  0.13
H 1.58 -7.06 -17.65  0.21
H 0.88 -6.65 -19.14  0.28
C 9.29 -14.22 -18.12  -0.13
C 8.14 -14.07 -19.12  0.55
O 7.90 -15.38 -19.68  -0.25
S 9.03 -16.43 -19.30  1.03
O 10.08 -16.41 -20.26  -0.59
O 8.43 -17.65 -18.93  -0.51
O 9.53 -15.62 -17.98  -0.37
H 9.05 -13.71 -17.19  0.23
H 10.23 -13.87 -18.57  0.31
H 8.23 -13.29 -19.86  0.11
H 7.20 -14.01 -18.57  -0.37
C 9.09 -9.75 -17.47  -0.30
C 7.95 -10.21 -18.36  -0.03
O 7.16 -11.02 -17.40  -0.05
S 7.42 -10.69 -15.88  1.17
O 8.10 -11.75 -15.23  -0.58
O 6.25 -10.16 -15.28  -0.60
O 8.45 -9.50 -16.21  -0.38
H 9.53 -8.80 -17.74  0.29
H 9.87 -10.50 -17.37  0.27
H 8.12 -10.95 -19.13  0.06
H 7.22 -9.43 -18.58  0.17
C 4.83 -13.39 -16.11  0.20
C 3.93 -13.87 -17.26  0.70
O 4.31 -15.24 -17.54  -0.26
S 5.03 -15.82 -16.24  1.03
O 6.00 -16.79 -16.57  -0.51
O 4.06 -16.10 -15.24  -0.62
O 5.78 -14.44 -15.91  -0.23
H 4.33 -13.22 -15.16  0.35
H 5.35 -12.49 -16.41  -0.34
H 4.01 -13.18 -18.09  -0.66
H 2.89 -13.91 -16.92  0.37
C 6.75 -8.44 -23.14  -0.24
C 7.02 -7.07 -23.71  -0.53
C 8.04 -7.34 -24.84  -0.41
O 8.20 -8.76 -24.94  -0.48
C 7.69 -9.45 -23.81  -0.06
H 5.71 -8.77 -23.27  0.10
H 6.64 -8.54 -22.05  0.24
H 7.53 -6.44 -22.98  0.23
H 6.11 -6.56 -24.03  0.32
H 9.05 -6.99 -24.59  0.27
H 7.73 -6.96 -25.81  0.25
H 8.53 -9.78 -23.19  0.22
H 7.08 -10.31 -24.10  0.10

Computed properties:
net charge = -1
E_LUMO = 1.77 eV
max |F| = 0.0483 Eh/bohr



2.
Entry from the OMol25 dataset: a molecular structure, C13H32Hg2O15S4 at a distorted geometry (ωB97M-V with the def2-TZVPD basis set).

Last column: natural (NBO) charge in e.
Atoms and positions in Å:
Hg 0.85 -2.29 2.11  1.71
Hg -2.00 -1.37 -1.53  1.66
C -0.57 -0.37 0.62  0.92
O -0.71 0.26 -0.41  -0.77
O 0.18 -0.11 1.56  -0.81
O -0.78 -1.58 0.48  -0.91
O -2.23 2.87 -3.74  -0.85
S -1.54 1.61 -3.80  2.32
O -2.07 0.46 -3.04  -1.06
O -1.27 1.18 -5.40  -0.71
C -1.38 2.18 -6.47  -0.09
C -0.15 2.13 -7.25  -0.64
C 0.30 1.63 -3.48  -0.81
H -1.70 3.19 -6.20  0.22
H -2.21 1.89 -7.11  0.20
H 0.31 1.14 -7.24  0.23
H 0.62 2.82 -6.90  0.22
H -0.41 2.41 -8.26  0.24
H 0.49 1.37 -2.44  0.25
H 0.55 2.66 -3.73  0.28
H 0.75 0.94 -4.18  0.26
O 1.28 4.08 -1.76  -0.94
S 1.21 4.54 -0.37  2.29
O 2.06 5.70 0.01  -0.88
O -0.34 4.99 -0.04  -0.68
C -1.36 4.05 -0.33  -0.08
C -2.70 4.80 -0.65  -0.64
C 1.57 3.18 0.80  -0.87
H -1.38 3.45 0.58  0.16
H -1.16 3.36 -1.14  0.18
H -3.13 4.53 -1.62  0.23
H -2.42 5.85 -0.58  0.24
H -3.55 4.66 0.03  0.22
H 0.99 2.30 0.53  0.25
H 1.46 3.61 1.80  0.26
H 2.63 2.99 0.63  0.26
O 0.51 -1.46 4.09  -1.07
S -0.10 -0.62 5.19  2.28
O -1.50 -0.83 5.67  -0.84
O 0.85 -0.82 6.57  -0.67
C 0.39 -0.17 7.76  -0.09
C 1.60 -0.03 8.69  -0.65
C 0.11 1.15 4.76  -0.85
H -0.31 -0.79 8.31  0.21
H -0.16 0.74 7.53  0.19
H 1.32 0.43 9.64  0.25
H 2.35 0.69 8.37  0.22
H 2.12 -0.94 9.00  0.24
H -0.66 1.84 5.10  0.29
H 0.16 1.20 3.67  0.28
H 1.07 1.43 5.19  0.27
O 0.30 -4.23 0.53  -0.99
S -0.39 -4.68 -0.69  2.37
O -1.24 -3.82 -1.48  -0.97
O 0.75 -5.13 -1.82  -0.69
C 1.84 -5.91 -1.53  -0.07
C 2.38 -6.33 -2.90  -0.63
C -1.17 -6.23 -0.45  -0.85
H 1.48 -6.71 -0.90  0.17
H 2.52 -5.23 -1.01  0.19
H 3.25 -5.73 -3.17  0.24
H 1.52 -6.34 -3.57  0.23
H 2.70 -7.36 -2.80  0.24
H -0.53 -6.76 0.26  0.28
H -1.23 -6.56 -1.48  0.29
H -2.11 -5.90 0.01  0.27

Computed properties:
net charge = +2
E_LUMO = -9.20 eV
energy above the lowest of the compared OMol25 structures with the same formula, charge and spin = 0.0000 eV
max |F| = 0.1501 Eh/bohr



3.
Entry from the OMol25 dataset: 3 unconnected molecules or ions with the total composition C13H32N2O5 (ωB97M-V with the def2-TZVPD basis set).

Last column: natural (NBO) charge in e.
Atoms and positions in Å:
C -2.81 4.56 -3.14  -0.62
C -3.70 4.81 -1.90  -0.43
C -3.46 3.91 -0.68  -0.07
O -2.61 2.80 -1.02  -0.50
C -2.20 2.07 0.01  0.99
O -2.45 2.28 1.17  -0.63
O -1.48 1.02 -0.44  -0.53
C -0.17 0.93 0.16  -0.26
H -2.29 3.61 -3.10  0.23
H -2.08 5.36 -3.27  0.21
H -3.42 4.55 -4.05  0.21
H -3.54 5.84 -1.58  0.21
H -4.75 4.75 -2.19  0.21
H -4.41 3.51 -0.30  0.19
H -3.01 4.46 0.15  0.19
H 0.31 0.05 -0.25  0.23
H -0.25 0.83 1.24  0.19
H 0.41 1.82 -0.10  0.18
C 4.51 0.93 -0.57  -0.61
C 4.06 -0.16 0.40  -0.08
C 5.12 -1.24 0.66  -0.07
O 5.30 -2.16 -0.39  -0.55
C 6.17 -1.75 -1.43  -0.25
N 2.80 -0.73 -0.07  -0.83
H 4.50 0.58 -1.60  0.20
H 3.83 1.78 -0.51  0.22
H 5.52 1.28 -0.33  0.20
H 3.87 0.31 1.37  0.19
H 4.80 -1.83 1.52  0.18
H 6.09 -0.78 0.92  0.16
H 7.00 -1.16 -1.03  0.17
H 5.66 -1.17 -2.20  0.17
H 6.58 -2.65 -1.89  0.19
H 2.43 -1.37 0.63  0.36
H 2.99 -1.31 -0.88  0.36
C -3.49 -3.44 2.32  -0.61
C -3.25 -2.09 1.67  -0.08
C -2.38 -2.15 0.41  -0.08
O -0.99 -2.34 0.65  -0.55
C -0.59 -3.68 0.83  -0.24
N -2.72 -1.16 2.67  -0.83
H -2.62 -3.79 2.87  0.20
H -4.31 -3.37 3.03  0.22
H -3.75 -4.20 1.57  0.20
H -4.22 -1.69 1.34  0.19
H -2.45 -1.18 -0.09  0.20
H -2.74 -2.91 -0.30  0.16
H -1.17 -4.36 0.19  0.17
H -0.68 -4.01 1.86  0.17
H 0.46 -3.75 0.54  0.18
H -2.68 -0.22 2.28  0.37
H -1.75 -1.41 2.86  0.35

Computed properties:
net charge = 0
E_LUMO = 0.75 eV
SMILES string = COC[C@@H](C)N.COC[C@@H](C)N.CCCOC(=O)OC
max |F| = 0.0104 Eh/bohr